C32H16Br2Cl5N4O2Rh | wB97M-V/def2-TZVPD

Last column: Löwdin charge in e.
CARTESIAN COORDINATES (ANGSTROEM)
Rh: -0.772 0.580 -0.102  1.144
N: 9.540 0.455 -0.005  0.147
C: 8.390 0.474 -0.033  -0.185
C: 6.946 0.495 -0.068  -0.237
C: 6.246 -0.516 -0.726  -0.020
C: 4.864 -0.502 -0.749  -0.022
C: 4.135 0.516 -0.120  -0.169
C: 4.858 1.525 0.529  -0.030
C: 6.241 1.518 0.559  -0.024
C: 2.662 0.521 -0.133  -0.071
C: 1.976 0.841 1.069  -0.249
C: 2.497 0.933 2.381  0.012
C: 1.439 1.282 3.277  -0.069
C: 0.334 1.394 2.522  -0.112
N: 0.640 1.103 1.152  -0.065
C: 1.969 0.182 -1.325  -0.263
C: 2.492 0.035 -2.616  -0.050
C: 1.439 -0.360 -3.449  -0.080
C: 0.311 -0.452 -2.654  -0.167
N: 0.619 -0.139 -1.367  -0.108
H: 6.795 -1.313 -1.212  0.120
H: 4.326 -1.297 -1.250  0.118
H: 4.319 2.340 0.998  0.120
H: 6.783 2.312 1.057  0.119
H: 3.525 0.729 2.645  0.111
H: 1.505 1.451 4.341  0.103
H: -0.639 1.734 2.822  0.095
H: 3.517 0.223 -2.898  0.104
H: 1.481 -0.570 -4.509  0.094
H: -0.676 -0.779 -2.932  0.098
C: -0.509 -2.951 0.362  0.001
C: -1.508 -2.390 1.324  -0.259
C: -2.233 -3.218 2.210  0.021
C: -3.174 -2.679 3.038  -0.003
C: -3.433 -1.294 2.980  -0.176
C: -4.422 -0.598 3.748  -0.586
Br: -5.467 -1.532 4.986  0.870
C: -4.649 0.764 3.612  -0.158
C: -3.914 1.502 2.705  -0.582
Br: -4.222 3.324 2.500  0.889
C: -2.901 0.882 1.893  -0.367
O: -2.236 1.518 1.060  -0.106
C: -2.670 -0.552 2.081  -0.130
N: -1.721 -1.087 1.309  0.128
H: 0.126 -3.694 0.846  0.090
H: 0.102 -2.161 -0.069  0.058
H: -1.044 -3.444 -0.455  0.100
H: -2.030 -4.281 2.224  0.126
H: -3.729 -3.300 3.728  0.090
H: -5.404 1.252 4.210  0.103
Cl: -5.058 1.848 -5.955  0.667
C: -4.223 1.250 -4.570  -0.718
C: -3.311 2.052 -3.895  -0.699
Cl: -3.002 3.659 -4.436  0.690
C: -2.646 1.564 -2.779  -0.575
Cl: -1.493 2.554 -1.942  0.752
C: -2.866 0.271 -2.278  -0.489
O: -2.275 -0.223 -1.226  -0.278
C: -3.785 -0.520 -2.986  -0.609
Cl: -4.055 -2.122 -2.393  0.701
C: -4.450 -0.045 -4.106  -0.700
Cl: -5.563 -1.064 -4.934  0.684

As for the calculated total energy: -249202.512 eV. The calculation puts the maximum force at 0.631 eV/A. The gap between HOMO and LUMO (alpha / beta) comes out at 4.818 / 4.198 eV. Its spin multiplicity is 5. The lowest unoccupied orbital energy (alpha / beta) is -0.0481 / -0.1310 hartree.